# 1
C36H72O36 | ωB97M-V/def2-TZVPD

The HOMO energy comes out at -10.44 eV. As for the HOMO-LUMO gap: 10.90 eV. The energy above the lowest of the compared OMol25 structures with the same formula, charge and spin comes out at 5.3189 eV. As for the strongest force on any atom: 5.25 eV/A.

Last column: Mulliken charge in e.
Cartesian coordinates (Å):
C: 2.02 -4.27 -6.27  -0.41
O: 2.80 -3.94 -5.13  -0.36
C: 2.44 -2.88 -4.33  0.61
O: 1.57 -2.04 -4.55  -0.32
O: 3.37 -2.85 -3.38  -0.41
C: 3.58 -1.76 -2.46  -0.26
H: 0.95 -4.28 -6.06  0.18
H: 2.18 -5.18 -6.86  0.31
H: 2.09 -3.42 -6.95  0.13
H: 4.65 -1.78 -2.28  0.36
H: 3.04 -2.15 -1.59  0.16
H: 3.27 -0.77 -2.78  0.07
C: -6.53 -4.56 2.25  -0.66
O: -5.78 -3.38 2.60  -0.36
C: -4.90 -2.80 1.83  0.84
O: -4.46 -3.34 0.84  -0.61
O: -4.63 -1.60 2.41  -0.29
C: -3.63 -0.70 1.83  -0.36
H: -6.21 -5.33 2.96  0.24
H: -6.29 -4.86 1.23  0.32
H: -7.61 -4.45 2.30  0.25
H: -2.74 -0.73 2.45  -0.04
H: -4.10 0.28 1.78  0.30
H: -3.29 -0.96 0.82  0.39
C: 3.49 2.31 -1.14  0.09
O: 4.33 3.35 -0.63  -0.43
C: 3.94 3.76 0.53  0.87
O: 3.05 3.25 1.23  -0.48
O: 4.74 4.65 0.96  -0.41
C: 4.52 5.28 2.24  -0.22
H: 3.87 2.17 -2.15  0.22
H: 2.47 2.68 -1.24  -0.27
H: 3.56 1.36 -0.61  0.28
H: 4.84 6.32 2.27  0.28
H: 5.08 4.82 3.05  0.27
H: 3.47 5.14 2.47  -0.09
C: -1.35 -3.78 4.21  -0.32
O: -0.73 -3.25 5.37  -0.41
C: -0.32 -1.95 5.43  0.66
O: -0.44 -1.15 4.48  -0.40
O: 0.14 -1.65 6.64  -0.28
C: 0.36 -2.66 7.62  -0.62
H: -2.31 -3.30 4.01  0.18
H: -1.55 -4.85 4.24  0.28
H: -0.60 -3.72 3.41  0.07
H: 0.96 -2.19 8.40  0.24
H: 0.97 -3.35 7.03  0.32
H: -0.57 -3.10 7.95  0.25
C: 2.08 3.08 4.42  -0.50
O: 2.21 4.42 4.08  -0.17
C: 1.44 5.41 4.46  0.69
O: 0.64 5.33 5.39  -0.65
O: 1.76 6.54 3.73  -0.22
C: 1.00 7.73 3.91  -0.61
H: 3.09 2.69 4.50  0.27
H: 1.60 2.62 3.56  -0.06
H: 1.56 2.91 5.36  0.44
H: -0.02 7.58 3.58  0.16
H: 1.43 8.58 3.39  0.25
H: 1.10 8.01 4.96  0.32
C: -3.32 1.30 4.48  -0.32
O: -2.97 1.68 5.84  -0.25
C: -3.93 2.13 6.59  0.76
O: -4.96 2.58 6.20  -0.58
O: -3.58 2.04 7.84  -0.33
C: -4.48 2.45 8.87  -0.71
H: -3.71 0.28 4.47  0.34
H: -2.51 1.35 3.75  -0.19
H: -4.09 1.92 4.03  0.45
H: -5.49 2.25 8.52  0.32
H: -4.41 3.53 8.96  0.29
H: -4.45 1.92 9.82  0.27
C: -0.21 -0.98 -6.96  -0.54
O: 0.21 -1.89 -8.00  -0.27
C: 0.98 -1.62 -8.97  0.81
O: 1.53 -0.56 -9.11  -0.61
O: 0.99 -2.60 -9.84  -0.28
C: 1.09 -2.28 -11.23  -0.74
H: -1.01 -1.28 -6.28  0.25
H: -0.60 -0.08 -7.44  0.43
H: 0.64 -0.65 -6.37  0.08
H: 0.52 -2.96 -11.86  0.27
H: 2.09 -2.55 -11.56  0.29
H: 0.96 -1.23 -11.52  0.33
C: -0.23 1.24 1.71  -0.83
O: -0.82 0.83 0.50  -0.54
C: -0.32 -0.08 -0.27  0.92
O: 0.42 -1.00 0.19  -0.62
O: -0.87 0.03 -1.48  -0.39
C: -0.54 -0.99 -2.39  -0.43
H: -0.17 0.35 2.34  0.77
H: -0.86 2.01 2.16  0.08
H: 0.74 1.69 1.54  0.37
H: 0.53 -1.17 -2.37  0.32
H: -0.73 -0.60 -3.39  0.09
H: -1.29 -1.76 -2.19  0.17
C: -1.86 -7.35 -5.93  -0.70
O: -1.75 -6.02 -5.43  -0.22
C: -2.80 -5.39 -5.02  0.70
O: -3.95 -5.79 -5.30  -0.60
O: -2.38 -4.35 -4.26  -0.17
C: -3.28 -3.76 -3.36  -0.83
H: -2.51 -8.00 -5.35  0.31
H: -0.83 -7.68 -5.94  0.23
H: -2.15 -7.37 -6.98  0.31
H: -3.08 -2.77 -2.94  0.25
H: -3.65 -4.35 -2.51  0.37
H: -4.20 -3.56 -3.92  0.37
C: 0.46 4.73 0.75  0.09
O: -0.76 5.11 1.33  0.02
C: -1.18 6.39 1.13  0.65
O: -0.55 7.27 0.46  -0.63
O: -2.39 6.51 1.74  -0.28
C: -3.04 7.74 1.88  -0.68
H: 0.41 3.67 0.47  -0.14
H: 1.23 4.86 1.51  -0.04
H: 0.84 5.23 -0.14  0.14
H: -3.09 8.33 0.97  0.31
H: -2.56 8.32 2.67  0.28
H: -4.07 7.48 2.15  0.24
C: 0.22 5.94 -2.94  -0.69
O: 0.52 4.84 -3.87  -0.42
C: 0.72 3.61 -3.38  0.76
O: 0.67 3.28 -2.22  -0.46
O: 1.16 2.96 -4.43  -0.38
C: 1.51 1.59 -4.32  -0.20
H: -0.17 6.73 -3.58  0.33
H: 1.05 6.46 -2.45  0.29
H: -0.61 5.67 -2.28  0.30
H: 1.42 1.14 -5.31  0.25
H: 0.93 1.03 -3.59  0.02
H: 2.54 1.51 -3.99  0.18
C: 6.13 -6.78 2.25  -0.67
O: 5.34 -5.60 2.29  -0.33
C: 4.10 -5.65 1.81  0.77
O: 3.58 -6.69 1.41  -0.59
O: 3.65 -4.39 1.65  -0.29
C: 2.36 -4.09 1.13  -0.40
H: 6.69 -6.79 1.31  0.28
H: 5.60 -7.73 2.37  0.31
H: 6.90 -6.81 3.02  0.26
H: 2.36 -3.05 0.78  0.09
H: 1.48 -4.26 1.75  0.17
H: 2.21 -4.75 0.28  0.36

# 2
C17H44N12O7P | ωB97M-V/def2-TZVPD

As for the multiplicity: 2. The HOMO energy (spin up / spin down) comes out at -8.15 / -8.37 eV. As for the HOMO-LUMO gap (spin up / spin down): 8.31 / 8.09 eV. As for the strongest force on any atom: 1.83 eV/A.

Last column: Mulliken spin population.
Cartesian coordinates (Å):
C: 1.38 -2.40 0.96  -0.15
C: 1.48 -1.63 2.10  0.13
C: 2.47 -0.54 2.35  -0.01
C: 2.39 0.70 1.40  0.00
P: 2.80 2.22 2.43  0.00
N: 3.99 1.67 3.54  0.00
O: 1.45 2.41 3.36  0.00
C: 3.48 0.69 0.32  0.01
C: 3.13 0.08 -1.06  -0.02
C: 3.65 1.02 -2.16  0.04
C: 3.94 -1.24 -1.21  0.01
N: 1.71 -0.27 -1.21  0.37
O: 1.42 -0.70 -2.38  0.51
C: 0.73 0.67 -0.64  -0.02
C: 0.67 2.00 -1.43  0.04
C: -0.67 0.05 -0.74  0.02
C: 0.98 0.97 0.86  0.04
H: 0.43 -2.42 0.43  0.01
H: 2.18 -3.00 0.56  0.02
H: 0.81 -1.87 2.91  0.00
H: 2.28 -0.19 3.37  0.00
H: 3.50 -0.90 2.37  0.01
H: 3.69 1.75 4.50  0.00
H: 4.85 2.20 3.40  0.00
H: 1.02 1.56 3.52  0.00
H: 4.35 0.20 0.75  0.00
H: 3.79 1.73 0.17  0.00
H: 3.17 0.86 -3.13  -0.01
H: 4.71 0.81 -2.29  0.00
H: 3.58 2.07 -1.89  0.00
H: 4.89 -1.17 -0.68  0.00
H: 4.15 -1.41 -2.26  0.00
H: 3.34 -2.08 -0.89  0.00
H: -0.35 2.33 -1.56  0.00
H: 1.26 2.78 -0.95  0.00
H: 1.09 1.84 -2.42  0.00
H: -0.89 -0.33 -1.73  0.00
H: -0.84 -0.69 0.04  0.00
H: -1.39 0.84 -0.55  0.00
H: 0.22 0.49 1.46  0.00
H: 0.79 2.04 0.95  0.00
C: -1.69 -3.04 -2.73  0.00
O: -2.11 -1.98 -3.15  0.00
N: -0.51 -3.16 -2.05  0.00
N: -2.38 -4.21 -2.91  0.00
H: -0.16 -4.03 -1.71  0.00
H: 0.03 -2.32 -1.91  0.00
H: -3.25 -4.16 -3.41  0.00
H: -2.07 -5.10 -2.58  0.00
C: -4.39 2.27 -0.75  0.00
O: -3.25 2.66 -0.95  0.00
N: -5.44 3.14 -0.65  0.00
N: -4.72 0.96 -0.63  0.00
H: -6.39 2.85 -0.49  0.00
H: -5.24 4.12 -0.74  0.00
H: -3.97 0.29 -0.72  0.00
H: -5.65 0.62 -0.47  0.00
C: 4.29 -1.46 -6.40  0.00
O: 5.05 -1.95 -7.22  0.00
N: 3.67 -2.19 -5.43  0.00
N: 3.99 -0.12 -6.37  0.00
H: 3.04 -1.79 -4.75  0.00
H: 3.85 -3.18 -5.41  0.00
H: 4.41 0.47 -7.06  0.00
H: 3.36 0.28 -5.70  0.00
C: -0.36 2.38 7.14  0.00
O: -0.36 2.24 8.35  0.00
N: 0.76 2.71 6.43  0.00
N: -1.50 2.21 6.38  0.00
H: 0.78 2.82 5.43  0.00
H: 1.61 2.84 6.95  0.00
H: -2.34 1.97 6.87  0.00
H: -1.52 2.33 5.39  0.00
C: -7.74 -1.22 0.65  0.00
O: -7.39 -0.69 -0.39  0.00
N: -9.04 -1.18 1.08  0.00
N: -6.87 -1.90 1.46  0.00
H: -9.35 -1.61 1.93  0.00
H: -9.70 -0.69 0.50  0.00
H: -5.92 -1.95 1.16  0.00
H: -7.14 -2.35 2.31  0.00

# 3
C35H56CeN3O2P2 | ωB97M-V/def2-TZVPD

The charge is +3. The HOMO energy (spin up / spin down) comes out at -16.49 / -16.49 eV. As for the HOMO-LUMO gap (spin up / spin down): 6.47 / 6.47 eV. As for the strongest force on any atom: 5.79 eV/A.

Last column: Mulliken charge in e.
Cartesian coordinates (Å):
C: -0.10 1.53 2.27  -0.40
C: -0.09 2.27 0.05  -1.53
C: -0.25 2.84 2.74  -0.88
C: -0.18 3.60 0.47  -0.57
C: -0.25 3.88 1.83  -1.34
H: -0.30 3.02 3.81  0.64
H: -0.12 4.39 -0.29  0.66
H: -0.27 4.92 2.16  0.50
N: -0.11 1.24 0.94  1.51
P: 1.16 -0.99 2.55  0.36
P: -1.00 0.66 -2.18  -0.25
C: 0.21 0.42 3.27  -1.31
H: 0.86 0.81 4.08  0.68
H: -0.70 0.04 3.76  0.76
C: 1.09 -3.56 -1.04  0.36
O: 1.49 -4.64 -1.20  -0.16
C: 0.21 1.95 -1.41  -0.33
H: 0.10 2.82 -2.07  2.17
C: -0.30 0.32 -3.91  1.93
C: -2.72 1.35 -2.23  2.29
C: 2.97 -0.43 2.72  1.67
C: 0.67 -2.50 3.56  1.92
C: 0.57 -0.95 -3.81  -1.29
H: -0.01 -1.81 -3.43  0.17
H: 0.92 -1.21 -4.82  0.68
H: 1.46 -0.82 -3.17  0.12
C: -1.43 0.02 -4.90  -1.71
H: -2.06 -0.81 -4.58  0.30
H: -2.06 0.89 -5.10  0.30
H: -0.96 -0.27 -5.85  0.60
C: 0.52 1.50 -4.45  -1.42
H: 0.78 1.25 -5.49  0.58
H: -0.05 2.43 -4.46  0.20
H: 1.45 1.66 -3.89  0.19
C: -3.67 0.19 -2.65  -1.57
H: -3.26 -0.79 -2.34  0.13
H: -4.65 0.32 -2.16  0.46
H: -3.84 0.17 -3.74  0.41
C: -3.11 1.79 -0.80  -1.74
H: -2.99 0.95 -0.10  -0.11
H: -2.49 2.63 -0.45  0.37
H: -4.16 2.11 -0.80  0.78
C: -2.86 2.56 -3.19  -1.45
H: -1.90 2.91 -3.60  0.25
H: -3.53 2.32 -4.03  0.41
H: -3.31 3.40 -2.65  0.37
C: 1.44 -3.71 2.98  -1.77
H: 1.02 -4.63 3.40  0.51
H: 1.36 -3.76 1.88  0.22
H: 2.51 -3.67 3.25  0.36
C: -0.85 -2.72 3.39  -1.83
H: -1.44 -1.85 3.71  0.29
H: -1.12 -2.96 2.35  0.23
H: -1.15 -3.57 4.01  0.74
C: 1.00 -2.36 5.06  -1.55
H: 0.37 -3.09 5.60  0.47
H: 2.04 -2.61 5.29  0.43
H: 0.76 -1.36 5.45  0.27
C: 3.22 0.91 1.96  -1.54
H: 3.98 1.49 2.51  0.54
H: 3.58 0.73 0.94  0.31
H: 2.32 1.54 1.88  0.22
C: 3.84 -1.51 2.06  -1.64
H: 3.52 -1.71 1.02  0.26
H: 4.88 -1.16 2.03  0.50
H: 3.82 -2.45 2.62  0.33
C: 3.34 -0.26 4.20  -1.42
H: 2.72 0.47 4.73  0.33
H: 3.31 -1.21 4.74  0.29
H: 4.38 0.11 4.24  0.53
Ce: 0.21 -1.09 -0.18  -0.17
N: 1.73 0.09 -1.10  -0.07
C: 1.62 1.35 -1.44  0.06
C: 2.79 2.17 -1.78  0.24
C: 3.97 1.48 -2.10  -0.27
C: 2.78 3.59 -1.85  -0.09
C: 5.08 2.16 -2.60  -0.87
H: 3.97 0.39 -1.98  0.42
C: 3.92 4.27 -2.31  -0.86
H: 1.89 4.16 -1.54  0.30
C: 5.06 3.55 -2.71  -0.57
H: 5.96 1.58 -2.89  0.45
H: 3.91 5.36 -2.36  0.47
H: 5.92 4.08 -3.09  0.46
C: -5.19 -3.28 0.72  -0.96
N: -4.19 -2.22 0.86  0.14
C: -4.47 -1.14 1.80  -0.59
C: -3.00 -2.28 0.28  0.44
C: -2.66 -3.43 -0.61  -0.98
O: -2.14 -1.34 0.51  -0.06
H: -6.04 -3.02 1.34  0.32
H: -4.78 -4.25 1.05  0.38
H: -5.52 -3.39 -0.32  0.36
H: -3.76 -1.15 2.64  0.16
H: -4.43 -0.16 1.30  0.18
H: -5.48 -1.31 2.18  0.39
H: -1.91 -4.09 -0.14  0.14
H: -2.23 -3.08 -1.57  0.15
H: -3.54 -4.03 -0.84  0.66

# 4
C6H20O10 | ωB97M-V/def2-TZVPD

The HOMO energy comes out at -10.49 eV. As for the HOMO-LUMO gap: 11.05 eV. As for the strongest force on any atom: 3.35 eV/A.

Last column: Mulliken charge in e.
Cartesian coordinates (Å):
C: 7.47 12.35 8.24  -0.27
O: 6.55 12.25 6.96  -0.40
C: 6.51 11.09 6.44  0.80
O: 6.96 10.09 6.95  -0.55
O: 5.89 11.12 5.25  -0.34
C: 5.43 9.86 4.80  -0.72
H: 8.42 11.97 7.91  0.05
H: 6.93 11.78 8.99  0.29
H: 7.45 13.42 8.33  0.22
H: 4.74 10.12 4.02  0.26
H: 4.85 9.31 5.55  0.31
H: 6.19 9.17 4.45  0.28
C: 12.61 10.26 8.43  -0.67
O: 11.42 10.84 7.91  -0.31
C: 11.19 10.47 6.67  0.89
O: 11.89 9.84 5.93  -0.60
O: 9.97 10.89 6.29  -0.18
C: 9.56 10.65 4.93  -0.83
H: 13.56 10.64 7.92  0.26
H: 12.47 9.21 8.17  0.31
H: 12.53 10.45 9.46  0.26
H: 8.92 11.48 4.74  0.26
H: 8.88 9.76 4.91  0.13
H: 10.47 10.58 4.35  0.51
O: 10.94 7.47 8.39  -0.68
H: 11.21 7.00 9.25  0.26
H: 10.03 7.86 8.53  0.43
O: 7.51 5.46 9.23  -0.59
H: 7.35 5.14 8.34  0.31
H: 7.60 4.76 9.86  0.29
O: 9.83 7.27 5.92  -0.67
H: 10.45 7.72 5.39  0.28
H: 10.40 7.02 6.68  0.37
O: 8.36 8.90 9.35  -0.67
H: 7.65 8.29 9.61  0.30
H: 7.92 9.29 8.55  0.42

| no. | calculated total energy (Eh) |
| --- | --- |
| 1 | -4123.42152 |
| 2 | -2199.32924 |
| 3 | -2838.96851 |
| 4 | -993.00825 |